Entry 1:
The following is a DFT calculation (the ωB97M-V functional and the def2-TZVPD basis) of a 2-piece molecular cluster, C5H10 overall.

Atoms and positions in Å:
C  0.73  1.54  -1.30
C  0.49  0.19  -1.88
C  0.42  0.19  -0.31
C  -0.19  -1.15  0.19
C  0.31  -1.59  1.55
H  -2.08  2.26  1.12
H  -1.85  2.19  0.43
H  -0.04  2.34  -1.42
H  -0.45  -0.20  -2.22
H  1.39  -0.36  -2.20
H  1.35  0.25  0.22
H  -1.26  -1.09  0.11
H  1.32  -1.97  1.72
H  -0.31  -2.07  2.34
H  0.17  -0.54  1.66

Summary:
Relative energy (zero: lowest compared OMol25 entry of this formula, charge and spin): 916.8 kJ/mol
Frontier orbital gap: 6.20 eV
LUMO: -1.1 eV
HOMO: -7.287 eV

=====

Entry 2:
The following is a DFT calculation (the ωB97M-V functional and the def2-TZVPD basis) of C5H10 as an isolated structure.

Atoms and positions in Å:
C  0.37  -0.47  1.77
C  0.38  0.22  0.44
C  0.45  -0.63  -0.82
C  -0.37  0.46  -1.59
C  -0.88  0.80  -0.28
H  -0.52  -1.20  1.84
H  1.22  -1.14  1.99
H  0.21  0.17  2.70
H  1.37  0.81  0.24
H  1.47  -0.90  -1.19
H  -0.06  -1.66  -0.76
H  -1.02  0.20  -2.58
H  0.31  1.29  -1.82
H  -1.77  0.24  0.04
H  -1.15  1.81  0.03

Summary:
Relative energy (zero: lowest compared OMol25 entry of this formula, charge and spin): 190.8 kJ/mol
Frontier orbital gap: 11.62 eV
LUMO: 1.3 eV
HOMO: -10.337 eV

=====

Entry 3:
The following is a DFT calculation (the ωB97M-V functional and the def2-TZVPD basis) of C5H10 in the gas phase.

Atoms and positions in Å:
C  -2.25  1.05  -0.27
C  -1.16  0.04  -0.32
C  -0.14  0.04  0.58
C  1.03  -0.95  0.63
C  2.08  -0.49  -0.38
H  -2.32  1.72  0.65
H  -3.16  0.53  -0.38
H  -2.26  1.51  -1.03
H  -1.06  -0.40  -1.23
H  -0.12  0.81  1.63
H  0.52  -1.93  0.34
H  1.34  -0.72  1.62
H  2.72  0.57  -0.19
H  2.95  -1.40  -0.37
H  1.83  -0.37  -1.29

Summary:
SMILES string: C/C=C/CC
Relative energy (zero: lowest compared OMol25 entry of this formula, charge and spin): 411.0 kJ/mol
Frontier orbital gap: 10.18 eV
LUMO: 1.2 eV
HOMO: -8.968 eV

=====

Entry 4:
The following is a DFT calculation (the ωB97M-V functional and the def2-TZVPD basis) of a 2-piece molecular cluster, C5H10 overall.

Atoms and positions in Å:
C  -1.78  -1.14  -0.60
C  0.28  -0.60  1.33
C  1.48  -0.67  0.44
C  0.92  0.65  0.81
C  0.33  1.60  -0.21
H  -1.06  -1.30  -1.41
H  -2.31  -0.20  -0.75
H  -2.49  -1.97  -0.57
H  -1.27  -1.12  0.38
H  2.38  -1.10  0.88
H  1.30  -1.01  -0.58
H  1.38  1.16  1.66
H  1.10  2.28  -0.58
H  -0.08  1.07  -1.07
H  -0.48  2.20  0.22

Summary:
Relative energy (zero: lowest compared OMol25 entry of this formula, charge and spin): 467.7 kJ/mol
Frontier orbital gap: 8.63 eV
LUMO: -0.1 eV
HOMO: -8.772 eV

=====

Entry 5:
The following is a DFT calculation (the ωB97M-V functional and the def2-TZVPD basis) of C5H10 in the gas phase.

Atoms and positions in Å:
C  0.08  1.89  0.00
C  -0.38  0.46  0.27
C  -0.51  -0.44  -0.98
C  0.12  -1.58  -0.15
C  0.63  -0.52  0.87
H  1.05  1.84  -0.49
H  -0.62  2.42  -0.63
H  0.19  2.45  0.95
H  -1.29  0.49  0.92
H  -1.49  -0.54  -1.44
H  0.20  -0.06  -1.76
H  0.84  -2.32  -0.58
H  -0.66  -2.18  0.35
H  1.68  -0.21  0.66
H  0.53  -0.73  1.96

Summary:
SMILES string: CC1CCC1
Relative energy (zero: lowest compared OMol25 entry of this formula, charge and spin): 87.9 kJ/mol
Frontier orbital gap: 11.87 eV
LUMO: 1.3 eV
HOMO: -10.568 eV

=====

Entry 6:
The following is a DFT calculation (the ωB97M-V functional and the def2-TZVPD basis) of C5H10 in the gas phase.

Atoms and positions in Å:
C  -1.38  0.97  0.25
C  -0.18  0.55  1.12
C  0.97  -0.23  0.33
C  0.92  -0.26  -1.18
C  0.59  -1.51  -0.41
H  -2.31  0.42  0.45
H  -1.60  2.05  0.27
H  -1.14  0.77  -0.82
H  0.27  1.43  1.60
H  -0.49  -0.14  1.92
H  1.93  -0.18  0.88
H  1.73  -0.13  -1.90
H  0.01  0.24  -1.53
H  -0.47  -1.75  -0.37
H  1.20  -2.42  -0.45

Summary:
SMILES string: CCC1CC1
Relative energy (zero: lowest compared OMol25 entry of this formula, charge and spin): 150.3 kJ/mol
Frontier orbital gap: 11.46 eV
LUMO: 1.3 eV
HOMO: -10.148 eV

=====

Entry 7:
The following is a DFT calculation (the ωB97M-V functional and the def2-TZVPD basis) of a 2-piece molecular cluster, C5H10 overall.

Atoms and positions in Å:
C  0.09  -0.88  1.52
C  0.24  0.47  0.82
C  -0.10  0.43  -0.68
C  1.02  0.36  -1.57
C  -1.46  0.65  -0.95
H  -0.90  -1.36  1.40
H  0.68  -1.65  1.17
H  0.29  -0.97  2.61
H  -0.37  1.22  1.34
H  1.32  0.77  1.06
H  0.80  0.35  -2.66
H  1.99  0.73  -1.19
H  0.45  -1.37  -0.88
H  -2.09  1.20  -0.26
H  -1.97  0.07  -1.70

Summary:
Net charge: +1
2S+1: 2
Relative energy (zero: lowest compared OMol25 entry of this formula, charge and spin): 321.8 kJ/mol
<S²>: 0.781
Frontier orbital gap (spin up / spin down): 8.02 / 9.39 eV
LUMO (spin up / spin down): -6.5 / -6.9 eV
HOMO (spin up / spin down): -14.532 / -16.252 eV

=====

Entry 8:
The following is a DFT calculation (the ωB97M-V functional and the def2-TZVPD basis) of C5H10AsCl10F6NiO4PY as an isolated structure.

Atoms and positions in Å:
Y  -0.58  -3.15  0.10
Ni  1.89  -0.67  1.61
P  0.46  -0.69  -0.19
O  0.95  0.55  0.49
O  0.14  -1.37  1.16
O  1.34  -1.87  0.03
O  -0.81  -1.19  -0.86
As  1.96  -4.03  3.07
F  2.20  -2.21  2.77
F  3.16  -4.35  1.76
F  1.82  -5.82  3.25
F  0.70  -3.68  4.32
F  0.64  -4.00  1.79
F  3.31  -3.96  4.29
C  -0.97  2.10  -2.62
Cl  -1.61  0.83  -3.67
Cl  -0.02  3.08  -3.65
H  -1.79  2.60  -2.12
H  -0.31  1.55  -1.94
C  0.80  4.22  0.15
Cl  -0.77  4.67  -0.54
Cl  0.90  4.65  1.93
H  0.98  3.14  0.10
H  1.59  4.82  -0.31
C  -3.85  -0.44  -0.94
Cl  -5.36  0.30  -0.34
Cl  -3.62  -2.12  -0.30
H  -3.81  -0.44  -2.03
H  -3.00  0.12  -0.55
C  -1.93  2.23  1.75
Cl  -2.96  3.69  1.77
Cl  -2.88  0.91  2.44
H  -1.63  1.99  0.73
H  -0.92  2.31  2.16
C  2.91  -0.79  -3.10
Cl  1.84  -1.88  -4.08
Cl  2.18  0.81  -2.66
H  3.14  -1.35  -2.20
H  3.87  -0.57  -3.57

Summary:
2S+1: 4
Relative energy (zero: lowest compared OMol25 entry of this formula, charge and spin): 114.3 kJ/mol
<S²>: 3.761
Frontier orbital gap (spin up / spin down): 5.02 / 7.03 eV
LUMO (spin up / spin down): -1.3 / -1.5 eV
HOMO (spin up / spin down): -6.335 / -8.557 eV

=====

Entry 9:
The following is a DFT calculation (the ωB97M-V functional and the def2-TZVPD basis) of C5H10BNO3 in the gas phase.

Atoms and positions in Å:
H  -2.85  1.21  0.23
N  -1.85  1.15  0.44
C  -1.30  0.09  -0.03
C  -2.20  -0.96  -0.67
C  0.13  -0.15  0.04
B  0.93  -1.41  0.11
O  2.18  -1.60  -0.47
O  0.33  -2.47  0.84
C  1.10  1.14  0.07
C  0.65  2.52  0.36
O  2.40  0.96  -0.07
H  -1.87  -1.98  -0.39
H  -2.23  -0.85  -1.74
H  -3.20  -0.58  -0.39
H  2.58  -2.49  -0.38
H  0.95  -3.28  0.77
H  0.91  2.60  1.53
H  -0.44  2.67  0.28
H  1.20  3.40  -0.21
H  2.57  0.04  -0.30

Summary:
SMILES string: [H]/N=C(C)/C(B(O)O)=C(\C)O
Relative energy (zero: lowest compared OMol25 entry of this formula, charge and spin): 118.5 kJ/mol
Frontier orbital gap: 8.05 eV
LUMO: 0.1 eV
HOMO: -7.964 eV

=====

Entry 10:
The following is a DFT calculation (the ωB97M-V functional and the def2-TZVPD basis) of a 2-piece molecular cluster, C5H10Br2Cl2Si overall.

Atoms and positions in Å:
C  1.83  -0.94  2.62
C  1.11  0.40  2.68
Cl  1.94  1.81  3.36
C  -0.11  0.54  2.21
Si  -1.04  -0.96  1.48
Cl  -0.92  2.14  2.26
H  2.83  -0.83  3.06
H  1.97  -1.18  1.55
H  1.31  -1.74  3.16
H  -0.88  -2.02  2.50
H  -0.50  -1.40  0.18
H  -2.47  -0.63  1.44
Br  -0.01  -1.54  -3.10
C  -1.06  0.03  -3.60
C  -0.32  1.30  -3.29
Br  -0.36  1.71  -1.39
H  -2.01  -0.05  -3.08
H  -1.22  -0.07  -4.67
H  -0.80  2.15  -3.78
H  0.73  1.27  -3.59

Summary:
SMILES string: C/C(Cl)=C(\[SiH3])Cl.BrCCBr
Frontier orbital gap: 9.91 eV
LUMO: 0.6 eV
HOMO: -9.298 eV

=====

Entry 11:
The following is a DFT calculation (the ωB97M-V functional and the def2-TZVPD basis) of a 2-piece molecular cluster, C5H10Br2N3 overall.

Atoms and positions in Å:
C  -1.50  2.05  0.12
C  -0.87  -1.43  -0.40
C  0.85  1.18  1.08
C  1.42  -0.81  -0.31
C  0.95  0.66  -0.35
N  -2.06  1.35  0.88
N  0.22  -1.51  0.24
N  -0.97  -1.09  -1.66
Br  -2.70  -1.73  0.42
Br  2.39  1.72  -1.07
H  0.19  0.62  1.70
H  0.53  2.18  0.97
H  1.79  1.14  1.63
H  2.13  -0.96  0.55
H  1.68  -1.18  -1.24
H  0.10  0.95  -0.88
H  -2.44  0.70  1.51
H  0.25  -2.00  1.17
H  -1.77  -0.65  -2.01
H  -0.20  -1.19  -2.36

Summary:
Net charge: +1
Relative energy (zero: lowest compared OMol25 entry of this formula, charge and spin): 189.7 kJ/mol
Frontier orbital gap: 9.02 eV
LUMO: -4.4 eV
HOMO: -13.467 eV

=====

Entry 12:
The following is a DFT calculation (the ωB97M-V functional and the def2-TZVPD basis) of C5H10BrF2P in the gas phase.

Atoms and positions in Å:
C  1.06  1.84  -0.53
C  -0.06  1.32  0.40
P  -1.08  0.18  -0.63
C  -0.64  -1.57  0.10
C  0.77  -1.91  -0.59
C  -2.82  0.75  0.21
F  -2.89  1.04  1.52
F  -3.09  1.93  -0.34
Br  -4.43  -0.44  -0.08
H  0.58  2.60  -1.30
H  1.85  2.25  0.00
H  1.54  1.07  -1.17
H  -0.80  2.15  0.65
H  0.27  0.85  1.40
H  -0.35  -1.67  1.08
H  -1.50  -2.20  -0.15
H  1.40  -1.27  -0.09
H  1.09  -2.91  -0.34
H  0.83  -1.76  -1.73

Summary:
SMILES string: CCP(CC)C(F)(F)Br
Relative energy (zero: lowest compared OMol25 entry of this formula, charge and spin): 20.7 kJ/mol
Frontier orbital gap: 10.30 eV
LUMO: 0.7 eV
HOMO: -9.639 eV